1.
Entry from the Open Molecules 2025 dataset: a cluster of 2 separate species, C6H12OSi in total in a non-equilibrium geometry (ωB97M-V with the def2-TZVPD basis set).

Last column: natural (NBO) charge in e.
Cartesian coordinates (Å):
Si 1.217 0.907 0.327  2.04
H 1.538 -1.020 2.183  0.26
C -2.083 1.262 -0.885  -0.63
H -2.920 0.803 -1.385  0.21
C -0.906 -2.304 -0.185  -0.48
H 1.724 -0.971 -1.292  0.23
C -1.222 -1.070 -0.123  0.06
H 2.453 0.662 -1.840  0.26
H -2.419 1.954 -0.133  0.23
C -1.584 0.138 0.108  -0.27
C 1.662 0.042 1.959  -1.24
H 1.143 0.483 2.894  0.27
H -1.524 0.491 1.178  0.24
H 2.765 0.039 2.330  0.27
H 0.060 -2.614 -0.306  0.21
C 1.579 0.099 -1.387  -1.17
H -1.643 -3.131 -0.055  0.22
H -1.206 1.578 -1.575  0.24
O 0.636 2.267 0.300  -1.22
H 0.730 0.386 -2.113  0.26

Results
* SMILES: C[Si](C)=O.C=C=CC
* frontier orbital gap: 10.25 eV
* E_LUMO: 0.59 eV
* energy above the lowest of the compared OMol25 structures with the same formula, charge and spin: 3.033 eV

***

2.
Entry from the Open Molecules 2025 dataset: a cluster of 2 separate species, CH3ClN2 in total in a non-equilibrium geometry (ωB97M-V with the def2-TZVPD basis set).

Last column: natural (NBO) charge in e.
Cartesian coordinates (Å):
H 0.098 -0.525 -0.754  0.22
Cl 0.316 1.266 0.691  -0.08
N -1.816 -0.809 0.726  -0.02
H 1.744 -0.345 -0.160  0.23
H 0.980 0.681 -1.583  0.22
C 0.928 0.212 -0.619  -0.58
N -2.250 -0.480 1.698  0.02

Results
* SMILES: CCl.N#N
* frontier orbital gap: 11.78 eV
* E_LUMO: 1.14 eV
* energy above the lowest of the compared OMol25 structures with the same formula, charge and spin: 0.154 eV

***

3.
Entry from the Open Molecules 2025 dataset: the ion C7H7N2O with charge +1 in a non-equilibrium geometry (ωB97M-V with the def2-TZVPD basis set).

Last column: natural (NBO) charge in e.
Cartesian coordinates (Å):
C 0.064 1.168 1.388  -0.53
H 0.762 2.065 1.123  0.28
H -0.721 1.352 2.170  0.29
N 1.019 -1.067 1.816  -0.38
H 1.400 0.316 3.071  0.23
C 0.916 0.146 2.088  0.15
O -0.235 -1.037 -1.584  -0.40
C 0.369 -1.723 0.806  -0.35
H 0.923 -2.480 0.269  0.27
C -0.054 -0.741 -0.263  0.58
H -1.063 2.238 -1.545  0.31
C -0.232 0.586 0.037  -0.13
C -0.659 1.262 -1.120  -0.01
N -0.842 0.389 -3.356  -0.44
C -0.644 0.235 -2.150  0.43
H -0.619 -0.332 -3.991  0.40
H -0.384 -2.377 1.243  0.29

Results
* frontier orbital gap (spin up / spin down): 6.83 / 6.83 eV
* E_LUMO (spin up / spin down): -7.01 / -7.01 eV
* energy above the lowest of the compared OMol25 structures with the same formula, charge and spin: 2.730 eV
* net charge: +1